## w
Below is a molecular structure, C3H10NO3S, with properties calculated with ωB97M-V/def2-TZVPD.

Last column: natural (NBO) charge in e.
Geometry (Å):
H  0.797  1.538  0.563  0.452
H  -4.704  0.441  -0.086  0.172
H  7.233  -1.233  0.254  0.427
O  7.172  -0.481  -0.276  -1.073
N  -1.021  -1.125  -0.109  -0.720
H  -0.749  -1.907  -0.683  0.389
H  -3.191  -1.613  0.086  0.229
H  4.230  0.339  -0.377  0.421
H  -0.469  -0.294  -0.375  0.474
S  -6.816  0.548  -0.027  -0.290
C  -3.571  0.760  -0.127  -0.107
H  -1.946  0.781  1.502  0.295
O  5.086  0.822  -0.449  -1.098
C  -2.401  -0.873  0.259  0.083
C  -2.733  0.305  0.920  -0.172
H  -3.254  1.046  -1.088  0.240
O  0.158  0.876  0.307  -1.218
H  6.178  0.071  -0.294  0.498

Output
- Net charge: -1
- M: 140.2 g/mol
- Orbital gap: 1.32 eV



## x
Below is 4 unconnected molecules or ions with the total composition C3H10NO3S, with properties calculated with ωB97M-V/def2-TZVPD.

Last column: natural (NBO) charge in e.
Geometry (Å):
H  -0.225  -1.608  -1.246  0.168
O  -0.651  2.476  0.004  -0.841
H  -2.104  -0.194  -1.351  0.169
S  1.490  -2.785  2.572  -0.199
C  -1.247  0.286  -0.900  -0.116
H  -1.278  0.968  1.178  0.138
H  3.059  -2.762  -0.377  0.456
O  2.292  -2.188  -0.259  -0.916
H  0.508  1.137  -1.109  0.383
C  -1.466  1.378  0.162  -0.078
H  -1.360  3.253  -1.045  0.493
H  -1.832  4.712  -1.354  0.437
N  0.001  0.404  -1.607  -0.567
H  0.042  -0.923  0.387  0.190
O  -1.921  3.825  -1.716  -1.028
H  2.237  -2.134  0.714  0.457
H  -2.531  1.670  0.123  0.144
C  -0.129  -0.712  -0.664  -0.289

Output
- Net charge: -1
- M: 140.2 g/mol
- Orbital gap: 2.37 eV



Looking at the structures above, x is most stable, and the difference to the next one is 0.2201 hartree.